Entry from OMol25: a molecular structure, C37H40BN8PTi (ωB97M-V/def2-TZVPD).

```
88
Properties=species:S:1:pos:R:3:forces:R:3
Ti -0.09070 -1.56759 -1.01683 0.88 -0.76 -0.50
C 1.00205 1.08873 -3.85451 0.01 0.10 -0.04
C -0.10135 0.82856 -2.82470 -0.04 -0.37 0.07
C -2.38265 1.16005 -2.05775 -0.22 0.16 0.01
C -2.67950 -0.20877 -1.58161 0.02 -0.15 0.05
N -1.69056 -0.21561 -0.54860 0.11 0.01 0.02
N -0.14551 -0.57867 -2.55328 -0.02 0.34 -0.19
B -2.11579 -0.94846 0.78007 0.11 -0.03 0.17
N -0.86658 -1.23863 1.66434 -0.19 0.14 0.28
C -0.75859 -1.20066 3.00267 -0.04 0.05 -0.02
C 0.34205 -1.94346 3.36959 0.02 -0.01 -0.01
C 0.87469 -2.42934 2.16868 0.10 -0.07 -0.06
C 2.03860 -3.34066 1.95828 0.02 -0.05 -0.06
N 0.13830 -1.99577 1.14895 -0.22 0.16 -0.31
N -2.56960 -2.34822 0.22857 -0.07 0.04 0.04
C -3.47424 -3.27186 0.58271 -0.01 -0.01 0.05
C -3.30497 -4.39154 -0.20745 0.04 0.09 -0.01
C -2.22520 -4.08604 -1.04310 -0.05 -0.18 -0.01
C -1.57002 -4.93162 -2.08249 -0.01 -0.02 0.00
N -1.78770 -2.86125 -0.76805 -0.05 0.25 0.20
N -3.13035 -0.18088 1.57471 -0.19 0.06 -0.12
C -4.43982 -0.35715 1.87691 -0.03 -0.04 -0.03
C -4.85915 0.73817 2.58535 -0.03 0.01 0.02
C -3.72454 1.57215 2.66537 -0.02 -0.03 -0.04
C -3.59651 2.90759 3.32023 -0.02 0.07 0.00
N -2.69533 1.02022 2.04446 0.03 -0.03 0.13
H 1.09945 2.15467 -4.04752 -0.01 0.02 0.02
H 0.73394 0.59395 -4.78857 -0.03 -0.01 0.03
H 1.96441 0.70449 -3.52874 -0.01 -0.03 0.01
H -3.22642 1.85151 -2.05497 0.01 0.00 -0.03
H -3.52291 -0.87828 -1.63373 0.01 0.02 -0.06
H -1.47579 -0.64825 3.58710 0.04 -0.02 0.02
H 0.71012 -2.12578 4.36478 0.00 0.02 -0.01
H 2.51750 -3.56908 2.90840 0.00 0.01 0.00
H 2.78667 -2.89573 1.30066 -0.07 -0.09 0.02
H 1.71469 -4.28204 1.51276 -0.03 -0.02 0.01
H -4.17780 -3.09262 1.37819 0.03 -0.02 -0.03
H -3.88208 -5.29963 -0.18793 0.01 0.01 0.00
H -2.30761 -5.55105 -2.58901 0.00 -0.01 0.00
H -0.83187 -5.59695 -1.63183 -0.01 0.00 0.00
H -1.07072 -4.32052 -2.83353 0.01 0.05 -0.01
H -4.99757 -1.22223 1.56048 0.04 0.03 0.00
H -5.84177 0.91642 2.98921 0.03 0.00 -0.01
H -4.49501 3.14956 3.88484 0.00 -0.01 0.00
H -3.44687 3.69364 2.57784 0.01 -0.01 0.02
H -2.74840 2.92283 4.00494 0.00 0.00 -0.01
C 3.41150 -0.35130 1.81553 0.06 0.00 0.03
C 2.39856 0.71999 2.12999 0.00 -0.07 0.07
C 2.47314 1.26727 3.41190 0.00 -0.02 0.02
C 1.59059 2.23240 3.85695 0.02 -0.01 0.00
C 0.59965 2.69228 3.00281 0.00 0.00 0.01
C 0.51880 2.17884 1.72449 0.00 -0.02 -0.04
C 1.39996 1.19223 1.26454 0.02 0.21 -0.10
P 1.17115 0.52660 -0.41548 -0.23 -0.51 0.19
C 0.01007 1.55763 -1.42316 -0.02 0.33 0.07
C -1.41600 1.25695 -0.85142 0.07 -0.04 0.06
C -1.48706 1.35398 -3.29236 0.04 0.15 0.02
C -1.39990 2.84012 -3.50018 -0.01 0.04 -0.02
C -0.61929 3.59697 -2.66329 0.05 0.01 0.05
C 0.17641 3.04423 -1.65261 -0.03 -0.08 -0.14
C 1.29621 3.84438 -1.07375 0.02 0.04 0.06
C 2.78423 0.28751 -1.17709 0.06 0.14 -0.08
C 3.81721 1.22339 -1.13863 -0.06 0.03 -0.03
C 5.02902 0.93845 -1.74039 0.01 0.03 0.02
C 5.20886 -0.28916 -2.36798 0.04 -0.03 -0.02
C 4.19533 -1.23273 -2.37210 -0.01 0.00 0.00
C 2.96816 -0.97054 -1.76164 0.11 0.08 -0.12
C 1.89209 -2.01224 -1.72271 -0.21 0.09 0.23
H 4.42026 0.05588 1.91122 0.00 0.00 -0.05
H 3.32607 -0.77637 0.81987 -0.04 0.00 0.13
H 3.31995 -1.15994 2.54228 0.05 0.12 0.01
H 3.25283 0.90997 4.07574 -0.02 0.00 -0.01
H 1.68128 2.62744 4.86095 -0.01 0.00 -0.02
H -0.09957 3.45422 3.32079 0.00 -0.01 0.00
H -0.23345 2.58122 1.06700 -0.10 -0.03 -0.04
H -1.74159 1.87390 -0.02482 0.04 0.10 0.07
H -1.84218 0.82648 -4.17640 0.01 -0.04 0.02
H -1.99998 3.30587 -4.27114 0.03 -0.02 0.01
H -0.55494 4.66793 -2.82759 0.00 -0.03 -0.01
H 1.11536 4.90923 -1.22246 0.00 -0.01 0.01
H 2.23042 3.60590 -1.59604 0.01 0.00 0.01
H 1.46559 3.66989 -0.01115 0.00 0.00 -0.05
H 3.67305 2.16563 -0.62492 0.00 0.01 -0.01
H 5.83225 1.66347 -1.72104 -0.02 -0.01 0.01
H 6.15456 -0.51694 -2.84338 -0.02 0.01 0.00
H 4.35721 -2.19467 -2.84376 -0.01 0.01 0.00
H 2.14145 -2.80197 -0.99319 0.02 0.00 0.02
H 1.79377 -2.48857 -2.70126 -0.06 -0.10 0.00
```
Forces are in eV/Å.

Calculated values
Largest force on an atom: 1.268 eV/Å
<S²>: 3.807
Orbital gap (spin up / spin down): 0.250 / 0.257 hartree
Spin multiplicity: 4
Total charge: +1
E_LUMO (spin up / spin down): -2.71 / -4.06 eV
M: 686.4 u
Energy above the lowest of the compared OMol25 structures with the same formula, charge and spin: 64.03 kJ/mol
Calculated total energy: -84014.1636 eV

Entry from OMol25: C5H4N2 in the gas phase (ωB97M-V/def2-TZVPD).

```
11
Properties=species:S:1:pos:R:3:forces:R:3
C -3.00329 -0.12964 -0.09966 10.37 -2.57 1.93
C -1.78474 -0.47409 0.13418 -5.36 2.26 -1.94
C -0.31628 -0.39079 0.03602 -1.39 -0.45 0.71
N 0.52900 -1.39615 0.02074 1.03 1.36 -0.32
C 1.84803 -0.76789 -0.06572 -6.14 0.45 0.98
C 1.64975 0.54859 0.02422 0.89 3.67 -2.04
N 0.22902 0.87457 -0.00772 1.08 1.43 1.64
H -3.98354 -0.06411 -0.21796 -3.73 0.34 -0.38
H 2.66717 -1.32441 0.10173 2.79 -1.72 -0.14
H 2.44854 1.29153 -0.36635 -1.65 -0.89 1.44
H -0.28367 1.83238 0.44052 2.11 -3.87 -1.90
```
Forces are in eV/Å.

Calculated values
Largest force on an atom: 10.857 eV/Å
Orbital gap: 0.357 hartree
Total charge: 0
E_LUMO: 0.69 eV
M: 92.1 u
Energy above the lowest of the compared OMol25 structures with the same formula, charge and spin: 330.09 kJ/mol
Calculated total energy: -8226.0723 eV

> The highest largest force on an atom belongs to which entry?

C5H4N2